1.
{"formula": "C25H20FN3O3S", "method": "the ωB97M-V functional and the def2-TZVPD basis", "symbols": ["O", "C", "N", "C", "C", "C", "C", "C", "C", "C", "H", "H", "C", "C", "C", "C", "C", "C", "C", "H", "H", "H", "H", "H", "H", "H", "H", "H", "H", "C", "H", "H", "S", "C", "N", "N", "C", "O", "C", "O", "C", "C", "C", "C", "C", "C", "H", "H", "F", "H", "H", "H", "H"], "coordinates": [[-1.6248, 4.6072, -0.5567], [-1.4343, 3.2965, -0.6049], [-0.5244, 2.6230, 0.2999], [-0.5433, 1.3325, 0.4060], [-1.6361, 0.7875, 0.7515], [-1.8295, -0.4774, 1.2064], [-0.8279, -1.2159, 0.9918], [0.6347, -0.7335, 0.4965], [0.6901, 0.6597, 0.2154], [1.8975, 1.0794, -0.3490], [2.7466, 0.8636, 0.6139], [2.2659, 0.6698, -1.1792], [2.0738, 2.6048, -0.7796], [1.7059, 3.4063, 0.7385], [0.4800, 3.5308, 0.9529], [-0.1497, 4.3662, 2.1280], [0.8159, 4.9404, 2.7118], [2.1756, 4.9050, 2.4819], [2.7465, 3.9856, 1.4688], [3.6105, 4.0706, 1.2200], [3.0995, 5.4228, 3.0383], [0.5386, 5.6780, 3.8430], [-1.0794, 4.3565, 2.4824], [1.2529, 2.9727, -1.2706], [3.3621, 2.7948, -0.8160], [1.3949, -1.4486, 0.3602], [-0.7228, -2.3741, 1.0880], [-2.5617, -1.0306, 1.7960], [-2.6687, 1.5240, 1.1852], [-2.2337, 2.5535, -1.6207], [-2.5995, 1.7147, -1.1083], [-2.7064, 3.2475, -2.2638], [-0.9210, 1.8460, -2.7234], [-1.1812, 0.2332, -2.6014], [-2.1533, -0.3509, -1.9072], [-1.8342, -1.7662, -1.7261], [-0.6249, -1.9048, -2.6513], [-0.4933, -0.6636, -2.8477], [-0.0683, -3.1193, -2.8838], [0.7863, -3.4389, -1.7555], [0.1364, -4.2423, -0.8158], [1.1095, -4.4774, 0.2666], [0.8840, -5.1808, 1.2276], [-0.5018, -5.4393, 1.3768], [-1.2997, -4.9678, 0.6488], [-1.0536, -4.5447, -0.6116], [-1.8829, -4.0885, -1.2821], [-2.5430, -5.3544, 0.7123], [-0.6635, -6.1913, 2.6582], [1.6504, -5.5035, 2.0415], [2.3871, -4.4712, -0.1070], [0.6234, -2.9760, -3.7858], [-0.7049, -4.1119, -3.1607]], "atomic_forces_ev_per_a": [[1.3228, -5.9969, -0.0685], [0.4126, 6.0314, 2.3556], [-1.0380, 9.9116, -3.5270], [5.3445, -1.7797, -0.9810], [-9.6870, 1.5807, 5.0332], [-2.8582, -0.3283, 1.0749], [10.9063, -6.5299, -2.1821], [-6.4855, 2.4345, 0.9707], [-2.6103, -6.0327, 0.8564], [4.8242, 5.0442, 3.7455], [-1.9314, 0.7445, -3.0387], [0.9670, -3.0756, -3.0152], [4.2247, -0.6247, 7.8521], [7.7378, -2.2143, -5.4101], [-10.8952, 0.3596, 4.1423], [2.9808, -4.7848, -6.6386], [2.6072, 6.4045, 8.3468], [6.1969, -2.1841, -1.8066], [-13.4274, 3.0501, 5.4928], [10.3589, 0.4109, -2.8340], [-2.9908, -0.6501, -0.7264], [0.6811, -2.1856, -3.6109], [-3.7795, -0.1769, 0.6238], [-0.8586, 0.9737, -2.6421], [-4.3433, -0.1754, -1.0261], [0.8449, -0.6152, -0.1225], [-0.8669, 2.1923, 0.4753], [-1.0095, 1.2187, -0.6043], [3.4258, -1.6671, -1.8208], [3.3024, -0.4104, -0.0386], [-1.8401, -1.0417, -0.1134], [-1.3377, 0.2947, -0.0036], [0.8648, 3.0170, -1.2982], [-9.3753, 1.5191, 5.6212], [-2.1150, -2.6350, 2.6535], [1.8985, 2.9248, -4.5316], [-11.5283, 3.3111, 7.5860], [15.7474, -5.1581, -9.5321], [4.0819, -4.9003, -2.9453], [-1.2719, -1.3485, -0.8575], [9.7466, 3.4816, 0.1844], [7.3961, 4.1427, -11.1121], [-0.9164, -5.5561, 9.6008], [9.8855, -6.3065, 12.5266], [-16.4115, -0.2378, -5.4786], [-7.0289, 2.2937, -3.4903], [1.3155, -1.2824, 1.3030], [3.7051, 1.3733, 0.6009], [-0.8289, 1.5368, -2.7693], [-1.6041, 0.4534, -1.7102], [-4.0414, 0.8423, 1.0998], [-0.5547, -0.5452, 1.0787], [0.8568, 2.8957, 0.7111]], "lowdin_charge": [-0.01, -0.37, 0.03, -0.35, -0.08, -0.15, -0.07, 0.10, -0.19, -0.18, 0.21, 0.06, 0.00, -0.17, -0.10, 0.03, -0.19, -0.05, 0.03, -0.01, 0.14, 0.19, 0.08, 0.02, 0.19, 0.08, 0.12, 0.13, 0.23, -0.25, 0.04, 0.08, 1.12, -0.85, 0.07, 0.18, -0.24, 0.09, -0.14, -0.05, -0.30, -0.06, -0.07, -0.24, -0.11, -0.09, 0.15, 0.23, -0.05, 0.17, 0.22, 0.16, 0.20], "homo_ev": -8.3, "orbital_gap_ha": 0.313, "multiplicity": 1, "charge": 0}

=====

2.
{"formula": "C25H20N2O5S", "method": "the ωB97M-V functional and the def2-TZVPD basis", "symbols": ["C", "C", "C", "C", "C", "S", "O", "O", "N", "C", "C", "C", "N", "C", "C", "C", "C", "C", "C", "O", "O", "C", "C", "O", "C", "C", "C", "C", "C", "C", "C", "C", "C", "H", "H", "H", "H", "H", "H", "H", "H", "H", "H", "H", "H", "H", "H", "H", "H", "H", "H", "H", "H"], "coordinates": [[-6.2324, -2.1962, 1.3153], [-4.9859, -1.8016, 0.5842], [-5.0247, -1.5717, -0.7882], [-3.8759, -1.2049, -1.4622], [-2.6865, -1.0663, -0.7731], [-1.2410, -0.5925, -1.7120], [-0.1385, -1.4733, -1.3973], [-1.6010, -0.4739, -3.0963], [-1.0706, 0.9525, -1.1390], [0.0087, 1.5507, -0.7644], [1.3024, 0.9547, -0.7455], [2.4078, 1.6139, -0.3018], [3.6582, 1.1018, -0.1893], [4.0831, -0.2183, -0.2492], [5.3974, -0.4798, -0.6439], [5.8612, -1.7800, -0.7198], [5.0286, -2.8376, -0.4011], [3.7303, -2.5814, 0.0327], [2.8512, -3.7235, 0.3811], [3.1343, -4.8809, 0.1980], [1.6914, -3.3504, 0.9370], [3.2593, -1.2783, 0.1196], [2.3503, 3.0561, 0.0669], [3.3737, 3.6570, 0.3513], [1.0184, 3.6718, 0.0712], [0.8897, 5.0037, 0.4642], [-0.3517, 5.6094, 0.4897], [-1.4779, 4.8885, 0.1181], [-1.3618, 3.5684, -0.2803], [-0.1189, 2.9446, -0.3088], [-2.6125, -1.2817, 0.5961], [-1.3272, -1.1105, 1.3396], [-3.7800, -1.6520, 1.2553], [-6.6922, -3.0618, 0.8418], [-6.0190, -2.4368, 2.3533], [-6.9556, -1.3818, 1.2899], [-5.9557, -1.6840, -1.3237], [-3.8707, -1.0238, -2.5252], [1.3648, -0.0614, -1.0978], [4.3674, 1.8152, -0.0328], [6.0467, 0.3449, -0.9005], [6.8759, -1.9671, -1.0366], [5.3641, -3.8603, -0.4699], [1.1325, -4.1289, 1.0837], [2.2635, -1.1071, 0.4895], [1.7819, 5.5421, 0.7478], [-0.4440, 6.6401, 0.7971], [-2.4491, 5.3602, 0.1360], [-2.2225, 2.9933, -0.5834], [-1.0909, -0.0496, 1.4297], [-1.3964, -1.5364, 2.3378], [-0.5160, -1.5869, 0.7940], [-3.7439, -1.8282, 2.3214]], "atomic_forces_ev_per_a": [[-0.0026, 0.0202, -0.0163], [0.0270, 0.0242, -0.0857], [0.1284, -0.0024, 0.0909], [-0.0746, 0.0174, -0.2065], [0.4359, 0.1066, -0.2774], [-0.0028, 0.1111, -0.1298], [-0.2254, 0.0961, 0.0955], [-0.1387, 0.0480, 0.1438], [-0.3433, 0.0712, -0.0387], [-0.1490, -0.5273, -0.1490], [0.8799, -0.2094, 0.0925], [-0.0393, -0.6503, -0.2573], [0.0432, 0.9235, 0.1143], [0.1986, -0.6979, -0.0797], [-0.2378, 0.0459, 0.0083], [-0.0379, -0.0020, 0.0589], [-0.2347, -0.1002, 0.1042], [0.2372, 0.2779, -0.1181], [0.0550, -0.6678, -0.0064], [0.0431, 0.1009, -0.0233], [-0.3943, 0.3743, 0.1661], [0.1303, 0.0264, -0.0301], [0.3892, 0.3171, 0.1678], [-0.4253, -0.2515, -0.1381], [-0.5221, 0.3913, 0.0087], [0.1522, -0.1933, -0.0302], [-0.0175, -0.0253, -0.0091], [0.0382, -0.0153, 0.0107], [0.0948, -0.1287, -0.0144], [-0.0642, 0.6648, 0.1563], [0.0300, -0.0719, 0.1641], [0.0700, -0.0687, 0.1578], [0.0493, 0.0471, -0.1661], [-0.0694, -0.0627, 0.0203], [-0.0385, -0.0281, 0.0747], [-0.0843, 0.0170, 0.0423], [-0.0879, -0.0142, -0.0837], [-0.0956, 0.0079, -0.1280], [0.1208, 0.0204, 0.0529], [-0.2105, -0.1669, 0.0375], [0.0515, 0.0912, -0.0541], [0.0770, -0.0118, -0.0254], [0.0215, -0.0865, -0.0159], [0.2812, -0.0424, -0.1088], [-0.1086, 0.0386, -0.0115], [0.0497, 0.0371, 0.0207], [-0.0008, 0.0769, 0.0238], [-0.0787, 0.0237, -0.0050], [-0.0980, -0.0109, -0.0244], [0.0732, 0.0634, 0.0718], [-0.0041, 0.0180, 0.0637], [0.0817, 0.0000, 0.1752], [0.0268, -0.0227, 0.1107]], "lowdin_charge": [-0.05, -0.27, -0.03, -0.05, -0.23, 0.67, -0.32, -0.29, 0.00, -0.26, 0.05, -0.14, 0.12, -0.21, -0.01, -0.06, -0.01, -0.12, -0.48, 0.12, 0.11, 0.05, -0.25, 0.11, -0.09, 0.00, -0.06, -0.05, 0.00, -0.09, -0.24, -0.03, 0.00, 0.08, 0.07, 0.08, 0.12, 0.11, 0.09, 0.15, 0.12, 0.11, 0.12, 0.14, 0.11, 0.12, 0.11, 0.11, 0.11, 0.09, 0.08, 0.05, 0.12], "homo_ev": -8.4, "orbital_gap_ha": 0.251, "multiplicity": 1, "charge": 0}

=====

How do the records compare in lowest unoccupied orbital energy? In the order shown, they have 0.21; -1.58 eV.